(1)
{
  "formula": "C10H16BF13OS2",
  "method": "ωB97M-V/def2-TZVPD",
  "mol_weight_g_mol": 474.16,
  "gap_ev": 10.03,
  "smiles": "FC(F)(CCBS)C(F)(F)C(F)(F)C(F)(F)S(F)(F)(F)(F)F.CCOCC",
  "homo_energy_ev": -9.755,
  "species": ["H", "H", "S", "F", "H", "H", "H", "H", "C", "F", "H", "H", "F", "F", "F", "F", "H", "C", "F", "H", "F", "C", "F", "H", "C", "C", "F", "H", "C", "S", "F", "H", "F", "C", "H", "F", "C", "H", "C", "C", "B", "H", "O"],
  "positions_angstrom": [[-2.3224, -3.3397, 2.7984], [3.8352, -5.3268, -1.7425], [-1.7602, -2.1106, 2.7686], [-3.4991, 4.3137, -3.2299], [1.8284, -3.8963, -1.8957], [4.2662, -2.2595, 0.4384], [-0.3124, -0.6760, 0.5990], [-2.3643, 1.5263, 1.3810], [2.4317, -3.1075, 1.2496], [0.4603, 4.1641, 0.8340], [2.6058, -5.8571, -0.5800], [4.0144, -4.9563, -0.0288], [-1.6420, 3.8395, 0.9988], [-3.1039, 2.3132, -0.8081], [-1.6126, 5.2082, -1.3406], [0.6876, 3.5946, -1.4428], [3.0117, -1.0772, 0.7993], [3.2902, -5.0478, -0.8396], [-2.7080, 2.2103, -3.0588], [1.6740, -2.8105, 1.9762], [-0.5055, 1.8777, -1.4222], [3.4723, -2.0056, 1.1423], [-1.0394, 4.1635, -3.0398], [3.9338, -1.8281, 2.1147], [2.5238, -3.7556, -1.0673], [-1.3078, -0.2314, 0.5743], [-4.6928, 2.7076, -2.2967], [2.8790, -4.0338, 1.6265], [-1.3966, 1.0370, 1.4679], [-3.2490, 3.2778, -2.0559], [-3.8809, 4.3595, -1.0722], [-3.3427, -1.6110, 0.7554], [0.0719, 2.4388, 2.5734], [-1.5343, 4.0086, -1.8243], [3.2025, -2.9484, -1.3644], [0.8914, 1.4133, 0.8956], [-0.5037, 3.1387, -1.0401], [-1.3416, 0.6832, 2.5008], [-0.2199, 2.0045, 1.3207], [-0.5132, 3.3077, 0.5198], [-2.2871, -1.3165, 1.2082], [-1.6766, -0.0366, -0.4322], [1.7356, -3.3551, 0.0390]],
  "forces_ev_per_a": [[-0.424, 0.550, -0.239], [-0.027, 0.010, -0.005], [0.521, 0.058, -0.257], [0.200, -0.135, -0.368], [-0.100, 0.064, 0.090], [0.039, -0.028, 0.062], [0.081, 0.277, -0.260], [0.144, 0.188, -0.159], [0.099, 0.049, 0.051], [0.460, 0.547, -0.074], [-0.009, 0.009, -0.038], [0.051, 0.024, -0.056], [-0.789, 0.002, -0.240], [0.428, -0.509, -0.111], [-0.238, 1.300, 1.336], [0.618, 0.606, -0.194], [-0.013, -0.004, 0.042], [0.017, -0.012, 0.130], [0.514, -0.406, -0.006], [-0.112, -0.054, -0.111], [-0.869, -1.158, -0.114], [0.036, -0.001, -0.126], [0.329, -0.505, -1.187], [-0.031, 0.002, 0.000], [0.124, -0.048, -0.044], [-1.356, -0.151, 0.737], [-0.178, -0.210, 0.068], [0.070, 0.017, -0.017], [0.499, -1.028, -0.185], [-1.602, 1.473, 0.285], [0.079, -0.103, 0.253], [0.032, -0.139, -0.183], [0.037, 0.486, 0.456], [0.245, -1.068, -0.632], [0.055, -0.027, 0.026], [0.664, -0.278, -0.786], [0.581, 0.991, 0.494], [0.129, 0.274, 0.046], [-1.426, 0.002, 0.725], [0.690, -0.671, 0.371], [0.243, -0.498, 0.299], [0.457, 0.056, -0.085], [-0.266, 0.048, 0.007]]
}

***

(2)
{
  "formula": "C43H44ClF48NO12S",
  "method": "ωB97M-V/def2-TZVPD",
  "mol_weight_g_mol": 1746.24,
  "gap_ev": 9.85,
  "smiles": "CC(=O)OCCC[C@]1(C[C@@H](C)Cl)CC[C@@H](OC#N)S(=O)(=O)O1.FC(F)C(F)(F)COC(F)(F)C(F)F.FC(F)C(F)(F)COC(F)(F)C(F)F.FC(F)C(F)(F)COC(F)(F)C(F)F.FC(F)C(F)(F)COC(F)(F)C(F)F.FC(F)C(F)(F)COC(F)(F)C(F)F.FC(F)C(F)(F)COC(F)(F)C(F)F",
  "homo_energy_ev": -10.930,
  "species": ["F", "H", "O", "F", "C", "F", "F", "Cl", "H", "C", "H", "F", "C", "C", "C", "C", "O", "C", "H", "H", "S", "F", "F", "H", "H", "H", "F", "F", "F", "H", "C", "F", "C", "C", "F", "C", "C", "F", "H", "F", "H", "F", "F", "O", "F", "F", "H", "H", "H", "F", "H", "F", "O", "C", "H", "H", "F", "O", "C", "C", "C", "F", "F", "C", "H", "O", "C", "O", "C", "H", "H", "O", "C", "F", "H", "H", "C", "F", "H", "F", "C", "C", "O", "C", "C", "O", "H", "C", "F", "H", "F", "F", "F", "F", "H", "C", "C", "F", "N", "H", "H", "H", "C", "F", "C", "F", "C", "F", "O", "F", "C", "H", "C", "H", "C", "H", "C", "F", "F", "H", "H", "H", "C", "F", "C", "H", "F", "H", "F", "C", "H", "O", "F", "H", "C", "C", "H", "F", "F", "F", "H", "H", "H", "F", "H", "C", "C", "C", "F", "F"],
  "positions_angstrom": [[-8.5811, 3.8622, -1.4190], [5.4506, -5.4713, 6.3887], [-2.4676, 0.8419, -0.0082], [8.4470, -4.5465, 9.9663], [-6.7881, 1.2719, -1.2333], [-10.5017, 2.1979, 1.0728], [3.2846, -1.1572, -1.7484], [-2.6016, 1.7083, 3.1286], [1.2421, 2.1472, 3.5845], [-0.5402, -0.4437, 10.0133], [-3.1465, 6.4802, -1.7793], [3.8951, -4.7568, 9.2114], [2.4753, -2.5922, -0.0067], [-0.8389, 1.3976, 2.6883], [1.4384, 2.4551, 8.2503], [5.0776, -3.7474, -1.5626], [2.5394, 0.2786, 8.6379], [3.4063, 3.7875, -6.7347], [-1.5744, 4.1788, 2.1799], [7.2708, -6.0315, 10.5937], [-1.9140, -0.4394, -0.9808], [6.2902, -4.3516, 10.1916], [4.3412, 2.1917, -8.2440], [-7.5562, 0.5681, 0.7068], [-0.9445, -1.3508, 9.5562], [1.1569, 2.4042, -7.3997], [-5.2432, -3.1889, -5.7215], [7.2773, -4.8472, 7.4733], [-5.0092, 2.8292, -1.4504], [1.3390, -1.4327, -1.4590], [-0.8826, 5.9984, -1.7960], [2.5429, 1.1663, 6.5986], [7.2731, -5.2233, 9.8555], [4.1382, -4.5386, 7.8910], [-1.2745, -0.1868, 11.1296], [4.7546, -3.1634, 7.6555], [-5.9130, 2.3277, -0.5656], [3.1394, 4.7462, -7.6495], [0.0371, 5.7886, 1.4408], [1.4003, 0.4472, 11.0805], [-0.2441, 2.0627, 4.8791], [6.8566, -2.1901, -1.7797], [8.0074, -6.7520, 8.2023], [-0.5420, -0.3201, -3.4107], [-3.8632, -4.8518, -5.5394], [0.6804, 0.3514, 7.3468], [-2.6432, 3.7674, -0.9518], [4.2085, -6.4860, 7.0444], [2.7008, 3.8944, -5.9065], [-8.3709, 2.5657, 1.2047], [6.5136, -3.1142, -0.0570], [-3.2146, -1.5273, -6.6054], [-0.8584, 6.4502, -0.3910], [-3.9286, -3.5017, -5.5630], [-5.3522, 1.9051, 0.2723], [-8.0143, -0.3711, -0.6755], [4.5025, -3.2721, -2.6999], [-1.1486, -4.3119, -7.4371], [0.0729, 2.3062, 3.7582], [-9.6033, 3.6722, -0.5484], [0.9335, -0.6133, 10.3681], [3.8306, 4.1756, -9.8765], [-0.7587, 0.5921, 9.1725], [-1.3221, -5.6041, -6.8582], [3.8514, -5.3904, -1.0048], [-3.0693, -1.5151, -0.9755], [2.6693, 4.1435, -10.5760], [5.8128, -6.3932, 8.2435], [2.2625, -1.3472, -0.8778], [-1.2442, 2.2820, -3.6555], [-2.7812, 2.2595, -2.5316], [1.8812, 2.1456, -9.3568], [1.8685, -0.8665, 9.1755], [-2.5732, -7.6373, -6.9580], [-0.5102, 0.2718, 2.9118], [0.2580, 4.6154, -0.0168], [7.0859, -5.7797, 8.4379], [1.1362, 4.1854, -8.7147], [2.8590, 3.6158, -11.5160], [2.9093, -4.5600, 7.2828], [-2.4250, 3.3403, 0.1157], [3.9879, -4.3559, -0.6665], [0.1695, 5.5953, -2.5131], [-9.3905, 2.4272, 0.3227], [2.0097, 1.9770, -7.9406], [2.6817, -3.7787, -0.7711], [1.9131, 0.8947, -7.7900], [-2.3551, 6.0372, -2.5545], [-0.1018, -6.2026, -6.9114], [0.3811, 0.9831, 0.8160], [2.3550, 5.4341, -10.8663], [3.6223, 1.4915, -6.3146], [-3.5776, -3.2303, -7.9085], [-9.6795, 4.7964, 0.2122], [-0.3187, 3.1826, -1.5535], [4.9417, -5.7207, 7.3273], [-1.8071, 0.1234, -2.8040], [0.4466, 3.3258, -10.5798], [-0.6119, 0.2582, -6.1109], [-1.0735, -2.3453, -7.0538], [4.3096, -4.4513, 0.3775], [-3.6169, -3.1237, -4.5857], [-1.7074, 1.7900, -2.7005], [4.6483, 4.0606, -6.2509], [-0.5386, 5.3269, 0.5035], [5.8902, -4.7765, -1.9644], [-0.5477, -0.1265, -4.8798], [5.2419, -1.6343, -0.4430], [-0.5866, -1.0891, -0.5079], [1.3640, -2.8214, 0.7435], [-0.7015, 2.0625, -1.4005], [0.3347, 2.7982, 1.3043], [5.9528, -2.6916, -0.8949], [-1.2145, -3.2838, -5.6040], [3.3576, 2.3814, -7.3239], [-2.7066, 5.3291, 1.2074], [-1.8418, 4.5163, 1.0910], [-3.5527, -5.8417, -7.7042], [2.1862, -0.2229, -0.1171], [-3.4845, 3.0251, 0.5643], [-2.7301, 4.9453, -2.7909], [-2.0063, -6.6882, -8.6193], [1.5432, 3.4630, -9.7868], [0.7962, 2.4008, 9.4434], [-1.5921, -3.2146, -6.6311], [-2.7702, -0.1311, -3.4173], [5.9846, -3.0421, 8.2030], [-2.3290, 6.6473, -3.5527], [1.0445, -1.6948, 11.2041], [-3.0932, -2.8911, -6.6836], [1.3927, -1.4666, 8.3907], [-9.1841, 1.2406, -0.4418], [0.6157, 3.1204, 7.3964], [2.3472, 3.0498, 8.3859], [-2.3512, -6.4625, -7.6053], [-7.8778, 0.6635, -0.3371], [4.8283, -2.9401, 6.5878], [-6.6238, 3.3851, -0.1136], [3.9894, -2.1926, 8.2239], [-7.3633, 1.7472, -2.3706], [0.2679, 1.3985, -1.4181], [2.6809, -1.5019, 9.5491], [-0.1013, 3.4670, 3.6214], [-5.9756, 0.2428, -1.6351], [-10.5268, 3.5867, -1.1297], [-1.5218, 1.9654, 0.0559], [1.7767, 1.0568, 7.7172], [-0.3613, 1.8382, 1.1968], [3.4948, -2.4536, 0.8754], [-1.6071, -5.4619, -5.5409]],
  "forces_ev_per_a": [[-0.540, -0.210, 0.165], [-0.049, 0.210, 0.340], [1.893, -1.422, -1.865], [-0.194, -0.355, -0.435], [-0.782, -0.324, -0.733], [0.287, 0.484, -0.612], [-0.431, -0.146, 0.170], [1.202, -0.451, -0.531], [-2.612, 0.020, 0.410], [-1.037, 0.063, 0.384], [1.776, -0.794, -1.874], [0.117, 0.323, -0.390], [0.150, -1.994, 0.520], [2.900, 0.459, 1.110], [-0.175, 0.829, 0.548], [-0.790, -0.213, -0.769], [-1.658, 1.028, -0.620], [0.542, 0.779, 0.602], [-0.615, 0.312, -2.277], [-0.002, -0.090, -0.256], [-1.387, -7.429, 1.975], [0.260, -0.564, -0.038], [-0.216, 0.264, 0.347], [0.058, 0.283, -0.274], [0.190, -0.079, -0.021], [0.346, 0.115, -0.107], [0.284, 0.225, -0.177], [0.587, -0.463, 0.544], [-0.079, -0.237, -0.334], [0.133, -0.200, 0.278], [3.212, -1.367, -3.585], [-0.277, 0.469, 0.469], [0.085, 0.364, 0.972], [-0.194, -0.831, 0.744], [0.341, -0.155, 0.023], [0.198, 0.946, -0.041], [0.590, 0.507, 0.208], [0.251, -0.174, 0.534], [-1.357, -0.771, -2.136], [-0.366, -0.230, -0.198], [0.871, 0.356, -2.495], [-0.201, -0.363, -0.039], [-0.306, 0.490, 0.594], [-0.844, 0.056, -4.250], [-0.288, 0.571, 0.150], [0.424, 0.744, -0.469], [0.602, -0.908, 2.063], [0.048, 0.205, 0.315], [-0.092, -0.175, -0.039], [-0.859, 0.363, -0.022], [-0.108, -0.177, -0.006], [-0.027, -0.336, 0.506], [-0.021, -2.577, -2.931], [-0.986, -0.143, 0.515], [-0.092, -0.217, -0.014], [0.026, 0.333, -0.181], [0.315, 0.030, 0.414], [-1.055, -1.321, 0.944], [-0.126, 0.241, 0.335], [-0.155, 0.775, -0.613], [0.917, 0.481, 0.272], [-0.431, -0.243, -0.433], [-0.213, -0.368, 0.398], [1.232, 1.698, 0.540], [0.011, 0.330, -0.184], [3.989, 4.952, -0.119], [0.812, 0.378, -0.465], [1.047, 1.545, 0.290], [-0.230, 0.444, -0.918], [-0.866, -1.292, 1.666], [2.232, -1.127, -0.233], [0.231, 1.935, 0.002], [0.749, -0.656, 0.088], [0.417, 0.370, 0.095], [-1.378, 2.433, -0.640], [-1.792, 1.491, 0.970], [-0.856, -0.964, -1.691], [-0.149, 0.115, -0.938], [-0.217, -0.092, 0.130], [0.432, 0.324, -0.204], [-0.992, -0.374, 1.321], [-0.467, -0.990, 0.129], [-6.119, 2.371, 5.192], [0.342, -2.085, 0.575], [-0.596, -0.919, 0.009], [0.585, 1.709, 0.606], [0.242, 0.228, -0.125], [-0.389, 0.184, 1.397], [-0.742, -0.075, -0.298], [-1.723, 1.794, 0.884], [-0.349, -0.388, 0.187], [-0.306, 0.507, 0.071], [-0.014, 0.026, 0.526], [-0.010, -0.541, 0.168], [-0.807, -2.451, 0.619], [-0.208, -0.972, -0.484], [-0.771, 4.049, -1.106], [0.757, 0.232, -0.052], [0.673, -3.500, 10.507], [-0.295, -0.198, -0.108], [0.055, 0.293, -0.269], [0.170, 0.077, -0.040], [0.357, -0.459, 1.165], [-0.116, -0.374, -0.066], [1.431, -0.903, 1.602], [0.074, 0.331, 0.505], [-0.923, 3.100, -4.872], [0.535, -0.244, -0.171], [-4.266, 3.520, -1.692], [0.399, 0.449, -0.580], [-0.093, 1.514, -0.553], [-1.955, -1.851, -0.546], [0.912, 0.698, -0.076], [-0.324, -0.142, -0.140], [0.307, -0.666, -0.823], [1.851, -1.729, -0.262], [-0.234, 1.160, -0.487], [0.593, -0.171, -0.201], [0.057, -0.331, 0.278], [2.391, 0.728, -0.932], [1.107, 2.102, 0.418], [0.188, 0.123, 0.150], [-1.054, -1.537, 1.190], [0.535, 0.063, -0.446], [0.940, 0.579, -0.275], [1.913, -0.295, 1.487], [-0.629, 0.267, -0.242], [0.179, -1.163, 2.090], [-0.398, 0.067, -0.466], [0.255, -0.085, -1.107], [-0.106, 0.278, 0.237], [0.555, 1.751, 0.592], [0.230, -0.428, -0.174], [0.044, -0.233, -0.125], [-0.719, -0.490, -0.531], [-0.431, -1.006, 0.182], [-0.063, -0.174, -0.039], [0.625, -0.236, -0.235], [0.116, -0.483, -0.282], [0.325, 0.077, 0.361], [-2.051, 1.026, -0.070], [-0.433, 0.483, 0.205], [0.125, -2.375, 0.082], [0.101, 0.402, 0.478], [0.034, -0.199, 0.179], [2.076, 2.701, -1.647], [0.830, -2.127, 0.159], [0.409, -1.197, -0.072], [-0.778, 0.344, 0.080], [0.346, -0.722, -0.506]]
}

***

| no. | lowest unoccupied orbital energy (eV) |
| --- | --- |
| 1 | 0.28 |
| 2 | -1.08 |